{"formula": "C27H25N6O6RuS", "method": "wB97M-V/def2-TZVPD", "species": ["Ru", "C", "C", "C", "C", "C", "C", "N", "C", "C", "C", "C", "C", "C", "N", "N", "C", "C", "C", "C", "C", "N", "H", "H", "H", "H", "H", "H", "H", "H", "H", "H", "H", "H", "H", "C", "C", "C", "C", "C", "C", "C", "S", "O", "O", "N", "C", "C", "C", "O", "O", "H", "H", "H", "H", "H", "H", "H", "H", "H", "H", "H", "H", "O", "N", "O"], "positions_angstrom": [[0.10342, 0.65308, 1.02983], [-0.01876, 5.13052, -1.97525], [-1.11646, 4.34049, -1.65497], [-1.07740, 3.51198, -0.54754], [0.06251, 3.49594, 0.25503], [1.16748, 4.29047, -0.06160], [1.12229, 5.10096, -1.18048], [0.09660, 2.62130, 1.35910], [0.52964, 3.02975, 2.59927], [0.60341, 4.35474, 3.04589], [1.00608, 4.59582, 4.34287], [1.33758, 3.55042, 5.21486], [1.26623, 2.23785, 4.79422], [0.87458, 1.99399, 3.48638], [0.73943, 0.72324, 2.89606], [0.87227, -0.30943, 3.60999], [0.54648, -1.46285, 2.89868], [0.69847, -2.70532, 3.48368], [0.31763, -3.82256, 2.75986], [-0.20570, -3.66608, 1.48453], [-0.32834, -2.39474, 0.95360], [0.04066, -1.31491, 1.64929], [-0.05067, 5.76790, -2.84841], [-2.00689, 4.37867, -2.26842], [-1.92045, 2.88729, -0.28164], [2.05908, 4.23072, 0.54909], [1.97917, 5.70771, -1.43873], [0.32212, 5.16273, 2.38570], [1.05687, 5.61587, 4.69869], [1.64759, 3.77552, 6.22535], [1.51532, 1.41116, 5.44407], [1.10571, -2.76804, 4.48202], [0.42452, -4.80904, 3.18964], [-0.52105, -4.51314, 0.89471], [-0.71941, -2.22274, -0.04204], [0.63427, -5.65947, -0.38984], [-0.10547, -4.64002, -1.21323], [0.58536, -3.82887, -2.11283], [-0.08805, -2.93834, -2.93227], [-1.47061, -2.83512, -2.83607], [-2.17921, -3.62734, -1.94345], [-1.49008, -4.52093, -1.13516], [-2.35781, -1.75838, -3.92934], [-3.65865, -2.32992, -4.07196], [-1.52605, -1.47970, -5.06492], [-2.49791, -0.34525, -3.11666], [-1.68711, 0.81357, -3.47116], [-0.22380, 0.72547, -3.04878], [-0.00992, 0.61533, -1.57180], [1.12421, 0.78527, -1.06892], [-0.98865, 0.35035, -0.78131], [0.97645, -6.47842, -1.02448], [-0.00208, -6.08940, 0.38343], [1.51803, -5.22678, 0.08087], [1.66164, -3.92069, -2.19543], [0.44619, -2.35153, -3.66695], [-3.25914, -3.56726, -1.91667], [-2.04473, -5.16161, -0.45859], [-2.69444, -0.44734, -2.13146], [-2.16425, 1.67818, -3.00960], [-1.73054, 0.94453, -4.54860], [0.33992, 1.59251, -3.39744], [0.23821, -0.14861, -3.51202], [2.79647, -0.64259, 0.82277], [3.37074, 0.40362, 0.83507], [2.95701, 1.50952, 0.99348]], "forces_ev_per_angstrom": [[-1.857, 0.358, -0.591], [0.006, -0.018, 0.005], [0.020, 0.034, -0.046], [0.015, -0.028, 0.043], [-0.002, 0.135, 0.028], [-0.025, -0.066, 0.022], [-0.041, 0.000, -0.011], [0.213, -0.375, -0.209], [0.075, -0.016, 0.045], [-0.039, -0.056, -0.044], [0.018, -0.038, 0.057], [-0.007, 0.069, -0.006], [0.021, -0.077, -0.009], [-0.015, 0.095, -0.121], [0.463, -0.242, 0.298], [-0.083, 0.106, -0.027], [-0.017, -0.140, -0.058], [0.058, 0.033, 0.080], [-0.015, 0.073, -0.036], [-0.189, 0.138, 0.454], [0.021, 0.091, 0.019], [0.255, 0.009, 0.226], [-0.002, 0.012, 0.003], [-0.005, -0.009, -0.001], [-0.005, 0.009, -0.011], [0.008, 0.029, -0.005], [0.010, -0.001, -0.005], [0.002, 0.014, 0.015], [0.002, 0.005, 0.000], [0.006, -0.005, 0.004], [0.006, 0.018, 0.019], [-0.010, -0.007, 0.011], [-0.004, -0.019, 0.012], [-0.072, 0.615, 0.745], [-0.012, 0.040, 0.050], [0.229, -0.334, -0.419], [0.027, -0.155, -0.511], [0.021, -0.060, 0.055], [-0.090, 0.038, 0.078], [0.107, -0.120, -0.059], [0.042, -0.032, 0.028], [-0.085, -0.089, -0.340], [-0.051, 0.114, -0.045], [0.033, -0.019, 0.059], [-0.036, -0.023, 0.040], [0.008, 0.068, -0.102], [0.131, -0.057, 0.081], [-0.118, -0.026, -0.004], [0.249, -0.081, 0.028], [0.204, 0.124, -0.013], [0.198, 0.108, 0.377], [-0.014, -0.007, -0.019], [0.101, -0.239, -0.116], [-0.007, -0.015, 0.020], [0.009, -0.004, -0.004], [0.005, -0.021, -0.025], [-0.004, -0.021, 0.001], [-0.044, -0.008, -0.020], [-0.088, 0.005, -0.004], [-0.004, 0.015, -0.016], [-0.049, 0.007, -0.013], [-0.005, 0.003, 0.003], [0.055, 0.032, -0.028], [0.467, 0.089, 0.024], [-0.592, 0.073, -0.008], [0.504, -0.148, -0.002]], "s2": 6.054, "charge": 1, "fmax_ha_per_bohr": 0.039, "spin_multiplicity": 5, "total_energy_ev": -63037.023}

{"formula": "C9H13BCl3NO2", "method": "wB97M-V/def2-TZVPD", "species": ["Cl", "B", "Cl", "Cl", "O", "C", "C", "C", "C", "C", "C", "C", "H", "H", "H", "H", "H", "H", "O", "C", "C", "N", "H", "H", "H", "H", "H", "H", "H"], "positions_angstrom": [[-3.37173, -2.94876, -1.59190], [-2.80986, -2.15213, -0.02684], [-4.18933, -1.79564, 1.16480], [-1.50939, -3.22886, 0.84083], [-2.16378, -0.86899, -0.41989], [-1.57510, -0.09460, 0.42296], [-1.20117, 1.23141, 0.01728], [-0.75458, 2.15100, 0.99731], [-0.29383, 3.40236, 0.61163], [-0.28561, 3.76644, -0.74371], [-0.78818, 2.88156, -1.70986], [-1.26571, 1.62939, -1.34516], [-1.52275, -0.37814, 1.48005], [-0.78564, 1.83888, 2.04359], [0.06757, 4.10588, 1.36397], [0.09279, 4.74314, -1.04762], [-0.81018, 3.17095, -2.76210], [-1.68547, 0.94032, -2.07934], [3.62145, -2.45956, -0.46093], [2.96444, -2.09151, 0.73832], [1.99288, -0.97943, 0.37754], [0.95614, -1.44721, -0.49367], [4.36315, -3.03913, -0.23264], [2.40125, -2.95089, 1.12276], [3.68309, -1.69388, 1.47024], [1.57287, -0.57487, 1.31449], [2.53944, -0.18509, -0.15727], [0.44538, -2.24869, -0.11439], [0.31186, -0.72394, -0.78046]], "forces_ev_per_angstrom": [[0.120, 0.321, 0.445], [-0.331, -1.552, 0.302], [0.311, 0.105, -0.300], [-0.425, 0.288, -0.110], [1.367, 1.921, 1.190], [-1.889, -0.527, -1.161], [0.350, 0.600, -0.312], [0.016, -0.552, -0.360], [0.010, 0.232, -0.082], [-0.225, -0.500, 0.239], [-0.091, -0.045, -0.056], [0.159, -0.048, 0.481], [0.173, -0.236, -0.257], [0.168, 0.209, -0.263], [-0.136, -0.235, -0.237], [-0.099, -0.287, 0.115], [0.011, -0.040, 0.355], [0.233, 0.184, 0.169], [0.659, -0.342, 0.054], [-0.194, 0.466, -0.497], [0.110, 0.398, 0.315], [-0.587, -0.623, -0.371], [-0.302, 0.169, -0.164], [0.121, 0.101, 0.310], [-0.218, -0.279, 0.055], [0.334, 0.138, 0.092], [-0.034, -0.172, 0.385], [0.144, 0.473, -0.238], [0.246, -0.165, -0.100]], "fmax_ha_per_bohr": 0.051, "total_energy_ev": -53375.522}

{"formula": "C42H65BCrN4O4", "method": "wB97M-V/def2-TZVPD", "species": ["Cr", "C", "C", "C", "C", "C", "C", "C", "N", "C", "C", "C", "C", "C", "C", "O", "C", "C", "C", "C", "C", "C", "C", "C", "C", "O", "C", "C", "C", "C", "C", "C", "H", "H", "H", "H", "H", "H", "H", "H", "H", "H", "H", "H", "H", "H", "H", "H", "H", "H", "H", "H", "H", "H", "H", "H", "H", "H", "H", "H", "H", "H", "H", "H", "H", "H", "H", "H", "H", "H", "H", "H", "N", "C", "C", "N", "C", "C", "N", "H", "H", "H", "H", "H", "H", "H", "H", "H", "H", "H", "H", "H", "C", "C", "C", "C", "C", "C", "C", "C", "O", "B", "O", "C", "C", "H", "H", "H", "H", "H", "H", "H", "H", "H", "H", "H", "H"], "positions_angstrom": [[-0.08124, -0.04801, -0.00178], [5.65043, 4.66656, 0.35399], [5.68047, 3.19492, -0.08548], [6.33465, 2.37846, 1.03427], [6.53349, 3.07753, -1.35732], [4.25830, 2.71538, -0.36767], [3.79370, 1.48115, 0.06491], [2.46755, 1.13509, -0.15965], [1.84008, -0.06541, 0.11774], [2.24359, -0.99510, 1.08012], [3.34481, -1.83328, 1.02616], [3.53214, -2.77896, 2.02911], [2.57762, -2.87787, 3.04104], [1.48164, -2.02302, 3.17535], [1.35241, -1.07642, 2.16756], [0.44793, 0.05965, 2.21272], [0.47956, -2.19473, 4.32756], [0.95637, -3.23413, 5.34609], [0.22738, -0.88966, 5.10049], [-0.85193, -2.67249, 3.72429], [4.75761, -3.68808, 2.07811], [4.32001, -5.15868, 2.14666], [5.65083, -3.51191, 0.84774], [5.57455, -3.32692, 3.32917], [1.53792, 2.09064, -0.66271], [0.25248, 1.75735, -0.48370], [2.02729, 3.26410, -1.26599], [3.38818, 3.51944, -1.10480], [1.21135, 4.22434, -2.14544], [1.71872, 4.05700, -3.58797], [1.41894, 5.67774, -1.69725], [-0.30302, 3.97651, -2.14761], [6.65445, 4.99458, 0.63056], [5.30812, 5.31908, -0.44840], [4.98594, 4.78835, 1.20986], [7.25558, 2.86832, 1.35471], [5.67473, 2.29782, 1.90059], [6.59717, 1.37511, 0.69192], [7.56250, 3.38017, -1.15125], [6.54373, 2.05032, -1.72581], [6.14093, 3.72074, -2.14671], [4.44385, 0.77371, 0.56586], [4.03165, -1.72875, 0.19813], [2.71987, -3.63852, 3.79228], [1.92467, -2.95558, 5.76344], [0.24250, -3.28519, 6.16849], [1.02664, -4.23298, 4.91322], [1.16407, -0.47188, 5.46646], [-0.27091, -0.14218, 4.48700], [-0.41640, -1.09676, 5.95625], [-0.72251, -3.61919, 3.19269], [-1.58920, -2.82881, 4.51365], [-1.25017, -1.91432, 3.04358], [3.69766, -5.41426, 1.28698], [5.19744, -5.80658, 2.14108], [3.75482, -5.37522, 3.05319], [5.10306, -3.72039, -0.07310], [6.06007, -2.50141, 0.79552], [6.48936, -4.20581, 0.90517], [5.00804, -3.51211, 4.24240], [6.48633, -3.92524, 3.36511], [5.85390, -2.27207, 3.30838], [3.79036, 4.41147, -1.56628], [2.77104, 4.33005, -3.66800], [1.61755, 3.01886, -3.91307], [1.14440, 4.69142, -4.26706], [2.46477, 5.97791, -1.75034], [0.84749, 6.34795, -2.34220], [1.07278, 5.81172, -0.67089], [-0.55385, 3.02008, -2.60954], [-0.70704, 3.99349, -1.13791], [-0.78533, 4.76444, -2.72997], [-0.56488, -2.18674, 0.22428], [-1.99263, -2.42899, -0.06468], [-2.81687, -1.23733, 0.41700], [-2.23630, 0.03897, -0.04187], [-2.67613, 0.49940, -1.37532], [-1.88784, -0.18628, -2.48929], [-0.45458, -0.19393, -2.13401], [-0.34908, -2.48485, 1.17366], [0.01926, -2.75678, -0.37990], [-2.11320, -2.56248, -1.13665], [-2.36097, -3.33690, 0.41693], [-3.85358, -1.35311, 0.08760], [-2.81231, -1.23002, 1.50828], [-2.50470, 0.76037, 0.62136], [-3.74506, 0.32541, -1.52699], [-2.48161, 1.57139, -1.42307], [-2.22920, -1.21001, -2.62604], [-2.06760, 0.34212, -3.42718], [0.03893, -0.90408, -2.66454], [-0.04116, 0.69914, -2.39263], [4.90828, 6.81489, 4.04341], [3.42400, 6.48575, 4.25531], [3.03263, 6.81444, 5.70673], [2.59166, 7.37043, 3.32283], [3.15085, 4.99574, 4.03154], [3.95900, 4.05845, 4.68444], [3.76728, 2.68765, 4.56480], [2.70004, 2.28356, 3.79905], [2.27109, 1.00335, 3.52614], [1.16589, 1.16730, 2.70928], [0.88898, 2.49020, 2.47888], [1.87086, 3.18998, 3.15996], [2.08748, 4.54791, 3.24364], [5.06388, 7.88796, 4.16498], [5.23077, 6.53435, 3.04070], [5.54728, 6.30747, 4.76541], [3.24990, 7.85963, 5.93522], [3.57895, 6.18797, 6.41214], [1.96428, 6.64604, 5.85341], [2.84230, 8.41794, 3.49158], [1.52540, 7.25034, 3.52080], [2.78987, 7.14315, 2.27439], [4.77240, 4.39964, 5.30961], [4.41246, 1.96695, 5.04877], [1.43714, 5.23179, 2.71674]], "forces_ev_per_angstrom": [[0.737, -0.227, -0.473], [0.000, -0.091, -0.028], [0.125, 0.032, -0.032], [-0.024, 0.008, -0.094], [-0.061, -0.015, 0.045], [0.140, -0.375, 0.246], [0.414, 0.082, 0.025], [-0.388, -0.268, -0.261], [-0.600, 0.512, 0.012], [-0.069, -0.043, 0.539], [-0.144, 0.045, -0.065], [-0.043, -0.061, 0.094], [0.092, 0.004, -0.044], [-0.190, 0.072, 0.026], [0.567, 0.537, 0.169], [0.229, -0.624, 0.026], [-0.130, 0.076, 0.005], [-0.040, 0.006, -0.078], [0.114, -0.026, -0.090], [0.067, 0.055, 0.077], [0.048, -0.061, -0.042], [0.005, 0.078, 0.003], [-0.082, 0.034, 0.087], [-0.037, -0.034, -0.080], [-0.366, -0.333, 0.142], [0.500, 0.485, -0.266], [0.057, 0.173, -0.036], [-0.490, 0.044, -0.113], [-0.060, 0.011, -0.024], [-0.024, 0.068, 0.061], [0.032, -0.051, 0.014], [0.131, -0.026, 0.070], [-0.020, -0.017, 0.034], [-0.038, 0.044, 0.024], [-0.014, 0.078, 0.091], [0.008, -0.037, -0.033], [0.025, 0.005, 0.035], [-0.031, -0.030, 0.064], [-0.010, 0.012, -0.018], [0.013, -0.003, -0.004], [0.013, -0.018, -0.035], [-0.001, 0.047, -0.018], [-0.008, -0.036, -0.008], [0.023, 0.008, 0.011], [0.010, -0.044, 0.025], [-0.020, 0.009, -0.016], [0.045, -0.011, 0.007], [0.009, 0.034, 0.033], [-0.027, 0.021, 0.025], [0.000, -0.009, 0.004], [-0.018, 0.000, -0.032], [-0.019, -0.004, -0.012], [-0.028, -0.025, 0.015], [0.012, -0.034, -0.007], [-0.001, -0.016, 0.002], [-0.010, -0.010, 0.002], [0.040, -0.004, -0.033], [0.007, 0.004, -0.047], [0.009, 0.001, -0.002], [0.009, 0.007, 0.014], [0.004, -0.006, 0.023], [0.025, -0.002, 0.026], [-0.018, 0.016, 0.048], [0.009, -0.002, -0.040], [-0.012, 0.009, -0.022], [0.023, -0.004, -0.006], [-0.015, 0.035, 0.028], [0.014, 0.007, 0.006], [0.017, 0.031, 0.013], [-0.036, -0.050, 0.030], [-0.065, -0.033, 0.018], [0.020, -0.028, -0.023], [-0.038, 0.153, -0.041], [-0.149, 0.112, 0.053], [0.088, -0.210, -0.036], [-0.196, 0.320, 0.191], [0.171, -0.056, -0.223], [-0.120, 0.116, 0.157], [-0.035, -0.120, -0.054], [0.069, 0.042, -0.018], [0.052, -0.003, 0.049], [0.038, -0.052, -0.012], [0.014, -0.014, -0.012], [-0.016, 0.042, 0.025], [-0.013, 0.057, -0.007], [-0.015, -0.020, -0.009], [-0.025, 0.067, 0.037], [-0.021, 0.001, 0.065], [0.045, -0.019, -0.045], [-0.025, -0.042, -0.018], [0.010, -0.006, 0.002], [0.047, -0.019, 0.070], [-0.099, -0.032, -0.004], [-0.112, 0.066, 0.114], [0.005, 0.024, -0.099], [0.062, -0.105, 0.084], [0.141, 0.031, 0.036], [0.033, -0.043, -0.086], [-0.085, -0.110, -0.007], [-0.098, 0.243, -0.155], [-0.095, -0.294, -0.136], [0.200, -0.104, 0.146], [-0.540, 0.017, -0.293], [0.463, -0.177, 0.306], [-0.272, 0.008, -0.159], [0.012, 0.001, 0.004], [0.035, -0.013, -0.045], [0.020, -0.010, -0.015], [0.004, 0.006, -0.011], [0.001, 0.018, 0.030], [0.007, -0.012, 0.061], [-0.001, 0.003, 0.018], [-0.023, 0.037, -0.071], [-0.022, -0.006, -0.056], [0.015, 0.037, -0.024], [0.001, 0.039, 0.043], [0.011, -0.004, 0.010]], "s2": 1.147, "charge": 1, "fmax_ha_per_bohr": 0.018, "spin_multiplicity": 2, "total_energy_ev": -87857.759}